(P)
The following is a quantum chemistry calculation of a cluster of 4 separate species, C4H17NO3 in total, from OMol25.

Calculated values
Gap between HOMO and LUMO   9.365 eV
LUMO level   0.74 eV
HOMO energy   -8.6 eV

Last column: Mulliken charge in e.
Cartesian coordinates (Å):
C: -2.263 -1.180 1.574  -1.3471
C: -0.849 -1.256 0.791  -0.1056
C: 0.168 -0.449 1.501  -0.6178
N: 0.939 0.444 0.720  0.0024
C: 1.872 1.535 1.223  -1.0626
H: -2.744 -0.314 1.228  0.4057
H: -2.785 -2.098 1.385  0.3530
H: -2.157 -1.066 2.683  0.3311
H: -0.493 -2.196 0.555  0.5030
H: -1.131 -0.750 -0.186  -0.0330
H: -0.427 0.151 2.254  0.3847
H: 0.856 -1.243 1.986  0.2014
H: 1.376 0.050 0.004  0.0192
H: 1.842 1.630 2.221  0.4591
H: 2.935 1.261 1.098  0.3092
H: 1.729 2.580 0.806  0.2406
O: -0.453 1.955 -1.614  -0.7176
H: -0.696 1.650 -0.693  0.3532
H: 0.519 1.848 -1.472  0.3303
O: -0.897 -0.850 -2.960  -0.6577
H: -0.776 -0.039 -2.416  0.3747
H: -1.814 -1.055 -3.334  0.2792
O: 1.966 -0.039 -2.192  -0.6277
H: 1.496 -0.834 -2.070  0.3076
H: 1.788 0.265 -3.093  0.3148

---

(Q)
The following is a quantum chemistry calculation of a cluster of 4 separate species, C4H17NO3 in total, from OMol25.

Calculated values
Gap between HOMO and LUMO   9.434 eV
LUMO level   0.53 eV
HOMO energy   -8.9 eV

Last column: Mulliken charge in e.
Cartesian coordinates (Å):
C: -0.713 -1.561 -3.033  -1.0942
C: -0.970 -0.210 -2.337  -0.4862
N: -0.296 -0.130 -1.049  -0.0938
C: -0.169 1.299 -0.694  -0.9208
C: -1.143 -0.914 -0.074  -0.8709
H: 0.274 -1.565 -3.535  0.2783
H: -0.685 -2.362 -2.335  0.2987
H: -1.402 -1.788 -3.845  0.3381
H: -2.085 0.027 -2.271  0.3071
H: -0.665 0.620 -2.947  0.4552
H: -1.031 1.924 -0.995  0.3123
H: 0.590 1.598 -1.417  0.4003
H: 0.120 1.387 0.351  0.2294
H: -2.058 -0.439 0.280  0.2845
H: -1.373 -1.883 -0.562  0.2988
H: -0.544 -1.229 0.774  0.2093
O: -2.308 2.678 1.657  -0.5993
H: -2.884 3.424 1.802  0.2928
H: -1.828 2.369 2.430  0.3121
O: 4.070 0.346 2.363  -0.6236
H: 4.088 -0.299 1.650  0.3141
H: 3.171 0.693 2.336  0.3041
O: 1.282 -1.718 2.078  -0.6513
H: 1.122 -2.674 2.024  0.3103
H: 0.843 -1.168 1.435  0.3948

---

Which is the most stable structure? (Q) is the most stable.

---

(P)
The following is a quantum chemistry calculation of a cluster of 4 separate species, C4H17NO3 in total, from OMol25.

Calculated values
Gap between HOMO and LUMO   9.227 eV
LUMO level   0.53 eV
HOMO energy   -8.7 eV

Last column: Mulliken charge in e.
Cartesian coordinates (Å):
C: -2.197 0.279 -1.057  -1.1213
N: -1.058 -0.232 -0.370  -0.2604
C: 0.118 -0.689 -1.092  0.5106
C: 0.759 0.511 -1.922  -1.0342
C: -0.332 -1.843 -1.986  -1.3702
H: -2.113 0.337 -2.153  0.3234
H: -2.632 1.272 -0.908  0.3287
H: -3.074 -0.343 -0.894  0.3744
H: -0.813 0.418 0.365  0.1480
H: 0.916 -0.893 -0.383  0.3859
H: 1.807 0.678 -1.676  0.1179
H: 0.234 1.442 -1.772  0.2878
H: 0.881 0.368 -3.003  0.3241
H: -0.073 -2.746 -1.429  0.3175
H: 0.247 -1.999 -2.920  0.3679
H: -1.319 -1.872 -2.437  0.3611
O: 0.176 2.037 2.175  -0.6586
H: 1.121 1.857 2.216  0.3333
H: -0.060 1.806 3.098  0.3178
O: -1.531 -0.594 3.291  -0.6408
H: -2.015 -1.236 2.770  0.3253
H: -1.088 -0.062 2.617  0.3286
O: 3.697 0.194 0.186  -0.6732
H: 3.568 -0.754 0.097  0.3176
H: 3.154 0.566 -0.524  0.2888

---

(Q)
The following is a quantum chemistry calculation of a cluster of 4 separate species, C4H17NO3 in total, from OMol25.

Calculated values
Gap between HOMO and LUMO   10.002 eV
LUMO level   0.52 eV
HOMO energy   -9.5 eV

Last column: Mulliken charge in e.
Cartesian coordinates (Å):
C: -1.970 0.451 -2.054  -1.1049
N: -1.182 0.877 -0.909  -0.2589
C: 0.234 0.504 -0.989  0.6912
C: 0.946 0.847 -2.343  -1.2202
C: 0.448 -0.977 -0.791  -1.7588
H: -2.001 1.219 -2.831  0.3769
H: -3.008 0.072 -1.899  0.3040
H: -1.763 -0.486 -2.611  0.3276
H: -1.295 1.880 -0.862  0.2922
H: 0.794 1.040 -0.218  0.2322
H: 0.195 1.146 -3.079  0.2871
H: 1.541 0.044 -2.795  0.2976
H: 1.647 1.673 -2.179  0.3371
H: 1.482 -1.270 -0.957  0.6006
H: -0.214 -1.625 -1.411  0.2787
H: 0.120 -1.482 0.128  0.3629
O: 0.487 0.341 2.734  -0.6178
H: 0.328 1.032 2.088  0.2925
H: -0.296 -0.155 2.937  0.3071
O: -1.814 -0.683 1.645  -0.6200
H: -1.798 -0.868 0.687  0.2766
H: -2.607 -0.133 1.543  0.3244
O: 2.875 -1.142 1.958  -0.6693
H: 2.448 -0.402 2.409  0.3534
H: 2.175 -1.406 1.367  0.3075

---

Which is the most stable structure? (Q) is the most stable.

---

(P)
The following is a quantum chemistry calculation of an isolated molecule of C22H27N3O6S, from OMol25.

Calculated values
Gap between HOMO and LUMO   8.461 eV
LUMO level   0.66 eV
HOMO energy   -7.8 eV

Last column: Mulliken charge in e.
Cartesian coordinates (Å):
H: 0.673 0.940 1.639  0.3418
N: 0.963 0.382 2.434  -0.7997
C: 1.238 -0.829 2.194  0.6330
C: 1.745 -1.732 3.220  0.0323
C: 1.923 -1.432 4.601  0.5473
N: 2.388 -2.315 5.441  -0.6997
C: 2.472 -1.817 6.702  -0.0058
C: 2.983 -2.684 7.802  -1.2097
C: 2.060 -0.524 6.815  -0.2911
S: 1.544 0.112 5.295  -0.1344
C: 2.052 -2.928 2.662  0.1571
O: 2.552 -3.992 3.277  -0.6555
C: 1.771 -2.887 1.192  -0.5496
N: 1.209 -1.563 1.014  0.2150
C: 0.611 -1.179 -0.189  -0.1836
C: 1.130 -1.591 -1.407  -1.2273
C: 0.520 -1.212 -2.593  -0.6956
C: -0.608 -0.409 -2.591  0.3720
C: -1.160 -0.010 -1.352  0.7125
C: -0.549 -0.400 -0.174  -0.3288
O: -2.318 0.711 -1.428  -0.5210
C: -2.655 1.591 -0.380  -0.8359
C: -1.705 2.798 -0.285  -0.4845
O: -1.938 3.801 -1.241  -0.4646
C: -1.646 3.463 -2.587  -0.2220
C: -2.931 3.422 -3.434  -0.4164
O: -2.804 2.697 -4.631  -0.3031
C: -1.851 3.201 -5.539  -0.3417
C: -1.914 2.380 -6.833  -0.8020
O: -1.225 1.156 -6.760  -0.4204
C: -1.851 0.136 -6.001  -0.4337
C: -0.884 -0.447 -4.962  -0.9255
O: -1.253 0.053 -3.696  -0.1749
H: 3.997 -3.010 7.579  0.2931
H: 2.359 -3.571 7.896  0.2932
H: 2.979 -2.141 8.742  0.3332
H: 2.032 0.082 7.697  0.4163
H: 2.654 -3.744 4.229  0.5391
H: 1.067 -3.667 0.880  0.3333
H: 2.700 -3.022 0.624  0.2911
H: 2.017 -2.202 -1.446  0.3228
H: 0.953 -1.537 -3.526  0.4545
H: -0.986 -0.136 0.775  0.9186
H: -2.685 1.075 0.587  0.4328
H: -3.662 1.939 -0.618  0.5110
H: -0.667 2.438 -0.348  0.4463
H: -1.851 3.292 0.679  0.4032
H: -0.966 4.236 -2.968  0.4613
H: -1.156 2.490 -2.659  0.0308
H: -3.708 2.899 -2.874  0.2312
H: -3.268 4.450 -3.639  0.3453
H: -2.068 4.257 -5.765  0.4723
H: -0.836 3.131 -5.128  0.2647
H: -2.966 2.223 -7.101  0.3319
H: -1.416 2.936 -7.631  0.3925
H: -2.721 0.525 -5.468  0.2943
H: -2.167 -0.655 -6.694  0.3382
H: 0.137 -0.141 -5.224  0.4099
H: -0.940 -1.543 -4.959  0.5549

---

(Q)
The following is a quantum chemistry calculation of an isolated molecule of C22H27N3O6S, from OMol25.

Calculated values
Gap between HOMO and LUMO   9.346 eV
LUMO level   0.58 eV
HOMO energy   -8.8 eV

Last column: Mulliken charge in e.
Cartesian coordinates (Å):
C: 4.341 -1.402 2.343  -0.9490
O: 3.187 -1.450 1.531  -0.2556
C: 3.326 -1.683 0.199  0.5947
C: 4.537 -1.940 -0.436  -0.5934
C: 4.577 -2.164 -1.801  -0.6391
C: 3.417 -2.139 -2.554  -0.8687
C: 2.209 -1.887 -1.927  -0.1769
C: 2.146 -1.659 -0.563  0.2254
C: 0.832 -1.361 0.102  0.0188
N: 0.169 -0.236 -0.532  0.2338
C: -1.162 -0.176 -0.680  -0.1691
O: -1.918 -1.059 -0.315  -0.6752
C: -1.691 1.091 -1.361  -0.1289
C: -1.596 0.941 -2.888  -1.3132
C: -1.551 2.279 -3.635  0.9245
C: -1.368 2.018 -5.129  -1.7014
C: -2.806 3.110 -3.389  -1.3274
N: -3.053 1.315 -0.932  -0.2483
S: -3.195 2.188 0.477  1.3964
O: -4.584 2.228 0.810  -0.7662
O: -2.484 3.417 0.274  -0.6855
C: -2.308 1.222 1.702  0.0412
C: -2.930 0.110 2.243  -0.7596
C: -2.248 -0.740 3.099  -1.0642
C: -0.930 -0.425 3.377  0.9169
C: -0.319 0.717 2.835  0.5427
C: -0.994 1.561 1.981  -0.6984
O: 0.969 0.788 3.279  -0.4680
C: 1.191 -0.287 4.086  0.4286
O: 2.227 -0.525 4.640  -0.6453
N: 0.034 -1.032 4.149  0.1347
C: -0.091 -2.249 4.901  -1.1182
H: 3.980 -1.148 3.339  0.1845
H: 4.848 -2.370 2.370  0.3721
H: 5.037 -0.631 2.000  0.4207
H: 5.455 -1.967 0.128  0.4010
H: 5.526 -2.361 -2.276  0.4020
H: 3.451 -2.315 -3.617  0.3897
H: 1.292 -1.868 -2.499  0.4195
H: 1.006 -1.146 1.160  -0.2805
H: 0.143 -2.208 0.027  0.3346
H: 0.747 0.541 -0.812  0.3577
H: -1.118 1.965 -1.038  0.6767
H: -2.455 0.360 -3.228  0.3654
H: -0.691 0.374 -3.125  0.2602
H: -0.684 2.844 -3.273  0.3050
H: -0.463 1.444 -5.317  0.3938
H: -1.295 2.958 -5.671  0.4356
H: -2.215 1.462 -5.523  0.3630
H: -2.764 4.028 -3.970  0.4480
H: -2.901 3.370 -2.339  0.2049
H: -3.692 2.553 -3.685  0.2984
H: -3.574 0.449 -0.881  0.4461
H: -3.959 -0.076 1.981  0.4424
H: -2.720 -1.613 3.518  0.4924
H: -0.555 2.448 1.557  0.6052
H: -0.867 -2.148 5.661  0.3481
H: 0.868 -2.436 5.382  0.3501
H: -0.338 -3.079 4.238  0.3572

---

Which is the most stable structure? (Q) is the most stable.